Here is an isolated molecule of C28H44N6O4 from the Open Molecules 2025 dataset. Energies are from ωB97M-V/def2-TZVPD.

Structure (XYZ):
```
82
Properties=species:S:1:pos:R:3:forces:R:3
C -4.5130 -0.5570 -3.1296 -0.113 0.066 0.109
C -5.5657 0.0429 -2.1912 0.073 -0.300 -0.152
N -4.9896 0.9529 -1.2254 0.003 0.269 -0.152
C -4.5057 2.2158 -1.7642 0.049 0.279 0.143
C -5.5930 3.2861 -1.7476 0.185 -0.182 0.007
C -4.8210 0.7536 0.0996 -0.463 -0.337 -0.125
O -4.2876 1.6046 0.7944 0.156 0.256 0.292
C -5.3361 -0.5525 0.7154 -0.019 -0.086 0.163
C -5.5290 -0.4082 2.2340 0.137 0.270 -0.114
C -4.2016 -0.2858 2.9843 0.023 -0.133 0.071
C -3.2591 -1.4106 2.5588 -0.016 0.318 0.342
N -3.0864 -1.4162 1.1203 -0.069 -0.207 -0.017
C -2.2045 -0.6306 0.4107 0.311 -0.403 0.187
O -2.2444 -0.5966 -0.8064 0.049 0.273 -0.313
N -1.2469 0.0134 1.1441 -0.111 -0.130 0.538
C -0.2491 0.8654 0.6650 0.259 0.240 -0.191
C -0.2975 1.4683 -0.5885 -0.198 -0.046 0.052
C 0.7174 2.3122 -0.9928 0.295 0.025 0.212
C 1.8066 2.5709 -0.1648 -0.288 -0.260 0.132
N 2.8230 3.4366 -0.5993 -0.008 0.350 -0.350
C 4.0910 3.4814 -0.0214 -0.006 0.066 -0.178
O 4.5899 4.5303 0.3374 0.057 0.288 0.055
N 4.7194 2.2809 0.0811 0.105 -0.052 0.155
C 5.9640 2.1942 0.8114 0.020 0.155 0.493
C 5.9058 0.9798 1.7352 0.161 -0.050 -0.270
C 5.6704 -0.2848 0.9136 -0.174 0.055 0.257
C 4.3948 -0.1575 0.0668 0.289 -0.011 -0.330
C 4.3603 -1.3389 -0.9015 -0.192 0.223 0.417
O 4.9869 -1.2925 -1.9460 0.288 0.102 -0.347
N 3.6716 -2.4476 -0.5473 -0.069 -0.294 -0.117
C 2.8783 -2.6182 0.6502 -0.344 0.215 0.119
C 1.4205 -2.2140 0.4312 0.280 -0.103 0.060
C 3.6787 -3.5687 -1.4745 0.258 -0.101 -0.204
C 4.7832 -4.5667 -1.1399 -0.198 0.175 -0.069
C 4.4619 1.1345 -0.7575 -0.189 -0.346 -0.332
C 1.8448 1.9813 1.0963 -0.084 0.186 -0.100
C 0.8289 1.1423 1.5046 -0.178 -0.057 -0.135
C -4.3391 -1.6941 0.4464 -0.192 0.040 -0.422
H -3.6123 -0.7980 -2.5707 0.026 -0.074 0.006
H -4.9015 -1.4597 -3.5938 -0.041 -0.083 -0.120
H -4.2437 0.1387 -3.9197 0.038 0.042 -0.104
H -6.3113 0.5945 -2.7761 -0.038 -0.112 0.100
H -6.0850 -0.7619 -1.6738 -0.028 0.104 -0.017
H -4.1483 2.0476 -2.7799 0.030 -0.030 0.015
H -3.6681 2.5390 -1.1426 -0.040 -0.057 -0.189
H -5.9152 3.4669 -0.7255 -0.031 0.037 0.088
H -6.4541 2.9774 -2.3371 -0.099 0.012 -0.065
H -5.2052 4.2136 -2.1600 -0.015 0.143 -0.058
H -6.3063 -0.8044 0.2783 0.090 -0.013 -0.021
H -6.1392 0.4728 2.4383 -0.059 -0.062 0.034
H -6.0692 -1.2890 2.5936 -0.049 -0.009 -0.016
H -3.7527 0.6771 2.7417 0.007 -0.070 0.104
H -4.3786 -0.3326 4.0602 0.016 -0.013 0.048
H -3.6971 -2.3808 2.8235 0.140 0.050 0.029
H -2.2984 -1.3457 3.0738 -0.037 -0.105 -0.013
H -1.2423 -0.1109 2.1434 -0.116 0.009 -0.155
H -1.1291 1.2645 -1.2406 -0.036 0.003 -0.034
H 0.6685 2.7841 -1.9626 0.023 0.006 -0.140
H 2.5064 4.3422 -0.9194 0.156 -0.058 0.187
H 6.8040 2.0890 0.1127 -0.012 0.048 0.004
H 6.0906 3.1212 1.3727 0.050 -0.118 -0.118
H 5.0926 1.1105 2.4526 -0.003 0.058 0.077
H 6.8405 0.8960 2.2910 0.005 0.008 0.058
H 6.5155 -0.4400 0.2388 0.023 -0.058 -0.035
H 5.6017 -1.1560 1.5697 0.041 -0.060 -0.034
H 3.5127 -0.1171 0.7059 0.003 -0.029 0.016
H 3.3085 -2.0432 1.4711 0.025 -0.086 0.000
H 2.9267 -3.6741 0.9317 0.093 0.087 0.052
H 0.8534 -2.3484 1.3487 -0.150 0.007 0.112
H 0.9637 -2.8215 -0.3455 -0.075 -0.075 -0.090
H 1.3542 -1.1735 0.1254 -0.009 0.096 -0.010
H 3.8474 -3.1649 -2.4747 -0.139 -0.103 0.112
H 2.7005 -4.0534 -1.4451 -0.013 0.054 -0.006
H 4.6616 -4.9628 -0.1336 0.010 -0.075 0.095
H 4.7610 -5.3940 -1.8438 0.041 -0.146 -0.050
H 5.7504 -4.0763 -1.2077 0.106 0.029 -0.010
H 5.2793 1.0284 -1.4837 -0.153 0.018 0.056
H 3.5337 1.2711 -1.3101 0.141 -0.005 -0.016
H 2.6646 2.2025 1.7627 0.046 0.000 0.075
H 0.8644 0.7030 2.4927 0.020 -0.075 0.092
H -4.7390 -2.6368 0.8324 0.009 0.051 -0.034
H -4.1336 -1.8019 -0.6174 -0.081 -0.096 0.090
```
Positions in Å, forces in eV/Å.

As for the SMILES: CCN(CC)C(=O)[C@@H]1CCCN(C(=O)Nc2ccc(NC(=O)N3CCC[C@H](C(=O)N(CC)CC)C3)cc2)C1. The gap between HOMO and LUMO comes out at 0.3081 hartree. The multiplicity is 1. The calculation puts the strongest force on any atom at 0.6 eV/Å. For the highest occupied orbital energy, the calculation gives -0.2907 Ha. As for the energy above the lowest of the compared OMol25 structures with the same formula, charge and spin: 1.6 kcal/mol.

=====

Here is a structure of composition C28H45BIN3NbO12P2 in a non-equilibrium geometry from the Open Molecules 2025 dataset. Energies are from ωB97M-V/def2-TZVPD.

Structure (XYZ):
```
93
Properties=species:S:1:pos:R:3:forces:R:3
C -6.9217 1.6953 0.8433 0.236 0.018 -0.466
C -5.4587 1.6824 1.2857 -0.026 -0.240 0.484
C -4.8143 0.2824 1.3647 0.100 0.507 -0.378
C -5.2862 -0.7260 0.3139 0.540 -0.540 0.241
C -4.1236 -1.5235 -0.3049 -0.681 0.095 -0.005
C -3.3454 -2.3717 0.6900 0.945 1.419 -0.304
Nb -1.2563 -3.1503 0.0992 0.865 -2.238 0.988
I -1.7663 -2.8050 -2.6308 0.018 -0.126 0.320
C 0.9065 -3.5894 -0.4740 0.006 1.524 0.330
C 1.9718 -2.9343 0.4337 0.483 -0.339 -0.280
C 2.9647 -1.9903 -0.2683 -0.268 0.657 0.308
C 2.4029 -1.2169 -1.4655 0.450 -0.237 -0.919
C 2.9031 -1.8156 -2.8020 -0.204 -0.250 0.599
C 1.9689 -1.6199 -3.9695 0.354 0.206 -0.069
O 2.1222 -0.2689 -4.4879 -0.022 -0.077 0.181
C 1.0415 0.5287 -4.2832 0.059 0.065 0.197
C -0.2256 0.1476 -4.9889 0.068 -0.286 0.137
O 1.1357 1.5158 -3.6094 0.086 0.259 -0.087
N -0.7983 -3.5591 2.1307 0.035 0.086 -1.703
C -1.7482 -3.8816 2.7975 0.324 0.430 0.002
O -2.6440 -4.1416 3.4895 -0.796 -0.462 0.687
P -2.0573 -5.6717 -0.0497 -0.215 -0.107 -0.226
P -3.8508 -5.9869 -1.1896 0.297 -0.515 -0.197
O -3.6302 -5.9627 -2.6339 -0.015 0.213 -0.151
O -5.0432 -4.9869 -0.7562 -0.037 -0.181 0.110
O -4.4118 -7.4528 -0.7550 -0.242 0.173 0.183
B -0.7644 -0.8941 0.3758 -0.180 0.158 -0.657
O -1.1843 0.0983 -0.4945 0.709 0.406 0.183
O -0.0456 -0.4577 1.4781 -0.547 0.027 0.494
C -0.8378 -0.0441 2.6044 0.540 -0.264 -0.505
H -7.4828 2.5028 1.3034 -0.106 0.053 0.129
H -6.9859 1.8377 -0.2341 -0.086 0.012 -0.119
H -7.4047 0.7424 1.0388 -0.165 -0.038 0.269
H -5.3989 2.1211 2.2813 0.086 0.107 0.096
H -4.8462 2.3207 0.6540 -0.079 0.104 -0.233
H -4.9248 -0.0947 2.3782 -0.108 -0.238 0.067
H -3.7446 0.4217 1.2089 0.159 0.038 0.109
H -5.9429 -1.4596 0.7838 -0.396 0.083 -0.096
H -5.8098 -0.2340 -0.5020 -0.231 0.085 -0.015
H -3.4877 -0.8106 -0.8269 0.222 -0.007 0.045
H -4.5556 -2.1662 -1.0713 0.105 -0.143 -0.149
H -3.1649 -1.7507 1.5740 -0.065 -0.018 0.224
H -3.9325 -3.2230 1.0294 0.051 -0.291 -0.076
H 0.9433 -4.6707 -0.3243 -0.495 -0.203 0.100
H 1.0937 -3.4300 -1.5298 0.155 0.031 -0.124
H 2.5599 -3.7283 0.8969 0.082 -0.066 0.136
H 1.5310 -2.3942 1.2658 -0.209 0.065 0.011
H 3.2861 -1.2583 0.4734 0.110 0.008 0.127
H 3.8765 -2.5015 -0.5750 0.030 -0.244 -0.112
H 2.7149 -0.1757 -1.4541 -0.175 0.205 0.208
H 1.3164 -1.2529 -1.5001 -0.178 0.114 0.300
H 3.0155 -2.8902 -2.6523 -0.010 -0.164 -0.100
H 3.8962 -1.4285 -3.0234 0.121 0.016 -0.201
H 2.1912 -2.3185 -4.7711 0.008 0.015 -0.207
H 0.9454 -1.7729 -3.6362 -0.194 -0.114 -0.075
H -1.0365 0.1052 -4.2695 -0.170 0.112 0.041
H -0.4269 0.9272 -5.7167 -0.130 0.057 -0.113
H -0.1489 -0.8191 -5.4717 -0.002 -0.061 -0.171
H -2.4742 -6.1024 1.2348 -0.288 0.057 -0.033
H -5.3809 -5.2269 0.1140 -0.084 0.279 0.072
H -4.6083 -7.5004 0.1870 0.107 -0.164 0.046
H -0.9773 -0.1158 -1.4089 -0.600 -0.256 -0.129
H -0.4241 0.8874 2.9758 -0.027 0.144 0.149
H -1.8715 0.1079 2.3073 -0.180 0.127 0.141
H -0.7843 -0.8182 3.3661 -0.083 -0.040 0.197
C 3.8864 3.4009 5.8984 -0.018 0.003 0.002
C 3.0552 3.1565 6.9835 0.048 0.024 -0.080
C 1.6805 3.2458 6.8399 0.028 -0.047 0.189
C 1.1633 3.5785 5.6029 0.096 -0.023 0.008
C 1.9718 3.8298 4.5113 0.067 0.039 -0.182
C 3.3454 3.7395 4.6657 0.031 -0.020 0.091
N -0.2989 3.6545 5.4361 0.068 -0.036 -0.021
O -0.9891 3.4405 6.4116 -0.049 0.015 0.065
O -0.7186 3.9200 4.3310 -0.106 0.048 -0.054
H 4.9594 3.3241 6.0131 0.012 0.003 0.001
H 3.4777 2.8921 7.9429 -0.004 -0.006 0.019
H 1.0243 3.0565 7.6755 -0.091 0.003 -0.054
H 1.5398 4.0869 3.5562 -0.096 -0.024 0.024
H 3.9927 3.9292 3.8212 -0.003 -0.001 -0.023
C 4.5813 2.4094 -3.8782 0.034 -0.053 -0.032
C 5.8112 2.8280 -4.3711 -0.093 -0.006 0.053
C 6.2848 4.0958 -4.0759 0.144 -0.080 -0.114
C 5.5116 4.9252 -3.2847 -0.035 -0.074 -0.006
C 4.2821 4.5305 -2.7887 -0.101 -0.026 0.059
C 3.8178 3.2605 -3.0917 -0.012 -0.016 0.056
N 6.0198 6.2656 -2.9545 -0.013 -0.022 -0.028
O 7.0933 6.5955 -3.4196 0.070 0.026 -0.026
O 5.3407 6.9683 -2.2342 -0.044 0.051 0.047
H 4.2092 1.4177 -4.1044 -0.052 0.012 -0.004
H 6.4042 2.1644 -4.9853 0.017 -0.001 -0.012
H 7.2386 4.4307 -4.4539 0.000 0.091 0.049
H 3.6956 5.1986 -2.1769 0.064 0.073 0.006
H 2.8606 2.9245 -2.7191 -0.024 -0.002 -0.038
```
Positions in Å, forces in eV/Å.

The gap between HOMO and LUMO comes out at 0.2172 hartree. The multiplicity is 1. The calculation puts the strongest force on any atom at 2.6 eV/Å. For the highest occupied orbital energy, the calculation gives -0.1814 Ha. Its total charge is -1.